Molecular formula: C20H48FN5O5P
Method: DFT, the ωB97M-V functional and the def2-TZVPD basis

Geometry as XYZ:
```
80
Properties=species:S:1:pos:R:3:lowdin_charge:R:1
C -0.44 -3.49 0.54 -0.159
C -1.28 -2.57 1.03 -0.368
P -1.81 -0.93 0.14 0.316
C -3.56 -1.65 -0.31 -0.382
C -4.24 -2.50 0.78 -0.281
C -4.21 -3.99 0.47 -0.236
F -5.38 -4.39 -0.20 -0.100
H -0.25 -4.43 1.06 0.017
H 0.12 -3.35 -0.38 0.020
H -1.69 -2.75 2.02 0.038
H -1.22 -1.43 -1.14 -0.046
H -2.10 0.30 -0.53 -0.093
H -2.43 -0.42 1.41 -0.044
H -0.51 -0.35 0.54 -0.070
H -3.56 -2.21 -1.25 0.059
H -4.19 -0.78 -0.48 0.047
H -3.86 -2.28 1.77 0.070
H -5.31 -2.24 0.79 0.092
H -4.08 -4.60 1.37 0.101
H -3.38 -4.19 -0.21 0.095
C 4.54 -0.52 0.18 -0.011
C 3.24 -0.93 0.84 -0.541
O 2.40 -0.10 1.17 0.011
N 3.03 -2.25 1.06 0.031
C 3.91 -3.35 0.74 -0.079
H 4.54 0.56 0.08 0.079
H 5.39 -0.83 0.80 0.077
H 4.62 -0.98 -0.81 0.079
H 2.14 -2.45 1.50 0.128
H 3.39 -4.04 0.06 0.082
H 4.17 -3.90 1.65 0.061
H 4.82 -3.00 0.27 0.063
C -1.51 4.30 -1.04 -0.015
C -2.23 3.25 -1.87 -0.544
O -2.41 2.12 -1.45 0.024
N -2.67 3.62 -3.11 0.010
C -2.56 4.91 -3.76 -0.095
H -1.23 3.84 -0.10 0.083
H -0.61 4.64 -1.55 0.077
H -2.17 5.15 -0.85 0.075
H -3.14 2.88 -3.60 0.135
H -3.56 5.28 -3.99 0.041
H -2.01 4.81 -4.70 0.081
H -2.04 5.63 -3.12 0.067
C -6.81 5.60 -6.91 -0.010
C -6.36 5.29 -5.51 -0.535
O -5.20 5.00 -5.25 0.026
N -7.29 5.33 -4.52 0.012
C -8.70 5.65 -4.63 -0.079
H -5.96 5.51 -7.58 0.082
H -7.58 4.89 -7.24 0.084
H -7.21 6.61 -6.98 0.082
H -6.92 5.11 -3.61 0.145
H -8.93 6.52 -4.01 0.082
H -9.30 4.81 -4.28 0.084
H -8.97 5.87 -5.66 0.069
C 2.91 0.87 6.52 -0.025
C 3.16 0.65 5.04 -0.562
O 4.30 0.69 4.58 0.006
N 2.09 0.42 4.26 0.027
C 0.69 0.35 4.65 -0.066
H 3.87 1.05 7.01 0.072
H 2.27 1.74 6.68 0.077
H 2.44 0.00 6.96 0.078
H 2.30 0.28 3.28 0.104
H 0.28 -0.63 4.40 0.085
H 0.12 1.10 4.11 0.088
H 0.58 0.51 5.72 0.063
C 8.32 -3.44 2.55 -0.009
C 7.24 -4.38 2.09 -0.550
O 6.17 -4.47 2.67 0.032
N 7.49 -5.14 0.98 0.007
C 8.69 -5.16 0.17 -0.083
H 7.97 -2.91 3.43 0.085
H 9.23 -3.99 2.81 0.081
H 8.56 -2.71 1.77 0.083
H 6.72 -5.74 0.73 0.139
H 8.44 -4.89 -0.86 0.082
H 9.11 -6.17 0.16 0.080
H 9.43 -4.47 0.55 0.069
```

Summary:
Net charge   -1
Lowest unoccupied orbital energy   0.0723 Ha



Molecular formula: C32H65Cl26OPSSi
Method: DFT, the ωB97M-V functional and the def2-TZVPD basis

Geometry as XYZ:
```
127
Properties=species:S:1:pos:R:3:lowdin_charge:R:1
C 2.06 -2.31 0.96 -0.022
C 1.36 -1.46 1.44 -0.233
C 0.59 -0.40 2.07 -0.277
Si 0.02 0.89 0.80 0.426
O -1.60 0.92 0.51 -0.300
C -2.23 -0.35 0.31 -0.267
C -3.71 -0.19 0.68 -0.221
C -3.79 -0.11 2.22 -0.118
P 0.51 2.92 1.65 0.259
S -0.95 3.31 2.94 0.050
H 2.74 -3.03 0.58 -0.024
H -0.22 -0.78 2.69 0.077
H 1.28 0.12 2.76 0.076
H 0.70 0.79 -0.51 0.003
H -1.81 -1.15 0.93 0.109
H -2.17 -0.61 -0.75 0.121
H -4.32 -1.00 0.27 0.066
H -3.98 0.79 0.29 0.114
H -3.67 -1.11 2.63 0.069
H -4.71 0.36 2.57 0.065
H -2.97 0.50 2.58 0.020
H 0.46 3.82 0.56 -0.055
H 1.76 2.92 2.29 -0.149
Cl 4.89 0.00 2.73 0.541
C 5.86 -1.49 2.91 -0.705
C 5.06 -2.64 3.45 -0.646
Cl 4.58 -2.40 5.15 0.564
H 6.71 -1.26 3.55 0.060
H 6.24 -1.74 1.92 -0.031
H 5.66 -3.55 3.42 0.075
H 4.15 -2.81 2.87 0.047
Cl 4.48 -0.28 -3.88 0.590
C 5.38 0.11 -2.39 -0.641
C 5.61 -1.10 -1.53 -0.680
Cl 4.09 -1.71 -0.81 0.637
H 4.83 0.88 -1.86 0.067
H 6.34 0.52 -2.71 0.058
H 6.27 -0.85 -0.70 0.023
H 6.07 -1.92 -2.09 0.057
Cl 8.81 -0.95 -1.71 0.617
C 9.69 -0.56 -0.22 -0.635
C 9.93 -1.78 0.63 -0.629
Cl 8.41 -2.43 1.30 0.627
H 9.13 0.20 0.32 0.072
H 10.65 -0.13 -0.51 0.076
H 10.57 -1.53 1.47 0.077
H 10.40 -2.57 0.06 0.071
Cl -5.67 -3.30 1.17 0.556
C -7.11 -2.30 0.87 -0.649
C -7.49 -1.48 2.08 -0.660
Cl -8.09 -2.49 3.42 0.537
H -7.92 -2.96 0.57 0.067
H -6.88 -1.63 0.04 0.071
H -8.30 -0.79 1.82 0.057
H -6.65 -0.90 2.45 0.048
Cl -0.33 8.92 5.47 0.522
C -0.27 7.32 4.67 -0.667
C -1.17 6.32 5.34 -0.670
Cl -0.59 5.86 6.97 0.522
H 0.76 6.99 4.67 0.066
H -0.59 7.47 3.64 0.072
H -1.20 5.40 4.75 -0.009
H -2.19 6.69 5.44 0.069
Cl -1.84 0.70 5.17 0.554
C -0.77 0.02 6.43 -0.691
C 0.07 1.08 7.09 -0.647
Cl 1.29 1.76 5.98 0.526
H -0.15 -0.74 5.96 -0.040
H -1.41 -0.46 7.16 0.074
H 0.62 0.64 7.93 0.072
H -0.53 1.90 7.47 0.067
Cl 0.29 -5.93 6.65 0.541
C 0.05 -4.86 5.24 -0.659
C 1.16 -3.85 5.09 -0.646
Cl 1.14 -2.64 6.40 0.599
H -0.92 -4.38 5.34 0.069
H 0.03 -5.50 4.36 0.074
H 1.05 -3.31 4.15 0.065
H 2.14 -4.33 5.10 0.052
Cl 7.97 -1.54 -6.39 0.527
C 6.49 -0.61 -6.77 -0.694
C 6.76 0.52 -7.72 -0.695
Cl 7.74 1.81 -6.97 0.530
H 6.07 -0.26 -5.84 -0.018
H 5.79 -1.31 -7.23 0.033
H 5.82 0.98 -8.03 0.067
H 7.28 0.19 -8.61 0.031
Cl 4.46 4.48 -0.17 0.534
C 5.28 4.96 1.34 -0.657
C 5.56 3.77 2.23 -0.643
Cl 4.07 3.07 2.89 0.540
H 4.66 5.69 1.84 0.069
H 6.22 5.43 1.06 0.073
H 6.17 4.08 3.08 0.078
H 6.10 2.99 1.70 0.061
Cl -12.95 0.23 2.70 0.542
C -11.92 -0.41 4.02 -0.656
C -11.13 0.67 4.71 -0.658
Cl -9.88 1.37 3.65 0.541
H -11.27 -1.17 3.59 0.054
H -12.59 -0.89 4.73 0.075
H -10.62 0.26 5.57 0.074
H -11.78 1.48 5.04 0.069
Cl -17.72 -0.28 4.46 0.531
C -17.92 0.71 2.99 -0.667
C -16.81 1.73 2.84 -0.670
Cl -16.90 3.01 4.08 0.534
H -18.89 1.19 3.03 0.066
H -17.90 0.03 2.14 0.072
H -16.90 2.22 1.87 0.073
H -15.83 1.26 2.90 0.030
Cl 6.06 0.90 -11.33 0.560
C 6.02 -0.68 -12.17 -0.655
C 5.07 -1.65 -11.51 -0.691
Cl 5.64 -2.17 -9.90 0.586
H 7.03 -1.07 -12.19 0.071
H 5.70 -0.49 -13.19 0.059
H 4.98 -2.54 -12.12 0.035
H 4.08 -1.22 -11.39 0.031
Cl 2.75 -4.13 -13.15 0.563
C 1.28 -3.19 -13.54 -0.652
C 1.57 -2.05 -14.48 -0.647
Cl 2.55 -0.77 -13.72 0.582
H 0.86 -2.84 -12.61 0.071
H 0.58 -3.88 -14.01 0.073
H 0.63 -1.58 -14.79 0.074
H 2.09 -2.39 -15.37 0.070
```

Summary:
Lowest unoccupied orbital energy   0.0057 Ha



| no. | frontier orbital gap (eV) | highest occupied orbital energy (eV) | molar mass (g mol⁻¹) |
| --- | --- | --- | --- |
| 1 | 4.580 | -2.613 | 488.61 |
| 2 | 8.134 | -7.978 | 1478.78 |